C23H43BCl2CuF4N3O4Si | wB97M-V/def2-TZVPD

The geometry in ORCA input format:
```
! RIJCOSX wB97M-V def2-TZVPD def2/J DEFGRID3
* xyz -1 2
C -1.555 -0.557 -3.321
C -1.072 -1.839 -2.736
H -1.252 -0.454 -4.367
H -1.174 0.302 -2.746
H -2.655 -0.492 -3.292
C -0.612 -2.873 -3.454
C -0.492 -2.907 -4.939
H -0.324 -3.797 -2.952
H -0.729 -1.949 -5.413
H -1.159 -3.669 -5.368
H 0.529 -3.185 -5.231
Cu 0.261 0.339 0.317
Cl -1.030 1.791 -0.719
C -0.184 -2.427 2.253
O 0.703 -1.663 1.868
N 0.014 -3.499 3.059
C 1.288 -3.701 3.716
C -1.054 -4.373 3.497
H -1.257 -2.284 1.990
H 1.923 -2.831 3.531
H 1.760 -4.622 3.340
H 1.112 -3.833 4.791
H -2.002 -4.085 3.021
H -1.153 -4.315 4.590
H -0.827 -5.416 3.231
H 0.789 3.055 5.217
H -1.257 4.101 4.671
C 1.183 3.105 4.194
C -0.896 4.270 3.648
N 0.063 3.236 3.285
H 1.757 2.207 3.962
C -0.099 2.465 2.204
O 0.697 1.558 1.852
H -1.734 4.256 2.944
H -0.998 2.695 1.600
H 1.801 4.014 4.124
H -0.413 5.258 3.627
H 1.433 -0.254 -3.068
H 2.304 -2.724 -2.843
C 2.267 0.060 -2.427
C 3.147 -2.248 -2.317
N 2.712 -1.058 -1.611
H 1.949 0.874 -1.773
C 2.739 -0.967 -0.274
O 2.325 0.031 0.354
H 3.567 -2.956 -1.593
H 3.147 -1.846 0.262
H 3.097 0.384 -3.069
H 3.909 -1.980 -3.062
O -0.001 -1.253 -0.698
C -1.086 -1.912 -1.207
C 0.126 -4.011 -0.421
C -1.080 -3.362 -0.679
H 1.052 -3.461 -0.599
C 0.128 -5.326 0.052
H -2.023 -1.430 -0.875
C -2.288 -4.037 -0.513
H 1.084 -5.801 0.281
C -1.080 -6.007 0.209
C -2.289 -5.367 -0.088
H -3.209 -3.498 -0.750
H -1.076 -7.042 0.561
H -3.236 -5.902 0.008
Si -0.417 6.571 -2.658
Cl -0.696 5.754 -4.554
C 1.420 6.457 -2.327
C -1.475 5.535 -1.524
C -0.974 8.361 -2.731
H 1.757 5.415 -2.393
H 1.662 6.840 -1.328
H 1.982 7.045 -3.066
H -0.378 8.930 -3.458
H -0.861 8.842 -1.750
H -2.029 8.436 -3.028
H -1.179 4.476 -1.542
H -2.529 5.598 -1.833
H -1.402 5.892 -0.487
F -1.300 -0.110 3.372
B -0.487 -0.186 4.564
F -0.829 0.889 5.417
F -0.732 -1.418 5.231
F 0.897 -0.111 4.238
*
```

Calculated values
HOMO energy (alpha / beta) = -0.2027 / -0.1991 hartree
Kohn-Sham gap (alpha / beta) = 7.854 / 7.753 eV
Energy relative to the best compared isomer or geometry (same formula, charge and spin) = 0.000 eV

C37H31Br4ClHfN4O5 | wB97M-V/def2-TZVPD

The geometry in ORCA input format:
```
! RIJCOSX wB97M-V def2-TZVPD def2/J DEFGRID3
* xyz 0 1
Hf 0.516 -0.750 -0.173
Cl -3.745 1.950 4.965
C -2.441 1.462 3.942
C -1.554 2.422 3.451
C -0.505 2.037 2.653
C -0.323 0.702 2.242
O 0.696 0.384 1.496
C -1.234 -0.263 2.768
C -0.961 -1.648 2.560
N -0.109 -2.015 1.670
C 0.421 -3.293 1.625
C -0.268 -4.466 1.840
C 0.394 -5.698 1.760
C 1.744 -5.756 1.544
C 2.482 -4.577 1.315
C 3.866 -4.573 1.044
C 4.487 -3.381 0.784
C 3.721 -2.205 0.757
N 2.428 -2.160 0.994
C 1.812 -3.328 1.309
C -2.269 0.136 3.623
H -1.691 3.457 3.724
H 0.222 2.751 2.297
H -1.404 -2.359 3.266
H -1.329 -4.436 2.042
H -0.172 -6.609 1.872
H 2.260 -6.702 1.505
H 4.408 -5.507 1.038
H 5.543 -3.330 0.565
H 4.203 -1.265 0.519
H -2.936 -0.608 4.030
Br 1.120 -5.183 -5.526
C 1.033 -3.618 -4.477
C 1.067 -2.372 -5.081
Br 1.162 -2.227 -6.962
C 1.038 -1.222 -4.293
Br 1.157 0.482 -5.098
C 0.940 -1.283 -2.910
O 0.901 -0.240 -2.118
C 0.879 -2.564 -2.298
O 0.770 -2.586 -0.994
C 0.949 -3.701 -3.089
Br 0.903 -5.363 -2.191
C -1.665 -1.010 -0.737
C -2.683 -0.414 0.127
C -3.569 -1.199 0.882
C -4.559 -0.634 1.653
C -4.687 0.755 1.715
C -3.803 1.557 0.986
C -2.839 0.981 0.198
C -5.709 1.372 2.462
N -6.539 1.904 3.050
H -1.836 -2.094 -0.843
H -1.692 -0.546 -1.732
H -3.487 -2.275 0.834
H -5.251 -1.263 2.199
H -3.896 2.633 1.051
H -2.191 1.608 -0.393
C 3.466 1.350 -0.868
O 2.671 0.380 -0.199
H 4.479 1.371 -0.447
H 3.023 2.343 -0.791
H 3.524 1.072 -1.920
H 2.372 0.750 0.649
O 0.182 1.801 -0.623
C -0.145 2.697 -1.392
C 0.563 3.043 -2.667
C 1.424 4.290 -2.370
C 0.728 5.473 -1.673
C 0.366 5.239 -0.192
C -0.963 4.479 0.011
N -1.172 3.577 -1.111
H -0.156 3.268 -3.454
H 1.196 2.224 -2.993
H 1.825 4.641 -3.322
H 2.275 3.990 -1.756
H -0.154 5.781 -2.238
H 1.426 6.313 -1.714
H 0.311 6.202 0.318
H 1.177 4.667 0.264
H -1.809 5.166 0.041
H -0.949 3.900 0.934
H -1.432 4.113 -1.931
*
```

Calculated values
HOMO energy = -0.2775 hartree
Kohn-Sham gap = 6.725 eV
Energy relative to the best compared isomer or geometry (same formula, charge and spin) = 1.024 eV